(1)
Below is a 5-piece molecular cluster, C39H74FN3O13PS overall in a non-equilibrium geometry, with properties calculated with the ωB97M-V functional and the def2-TZVPD basis.

Output
Gap between HOMO and LUMO (eV): 4.90
Total charge: +1
Calculated total energy (a.u.): -3511.5384
2S+1: 1

CARTESIAN COORDINATES (ANGSTROEM)
C (-0.577141, -3.534168, 0.844227)
C (-1.906209, -2.908569, 0.130106)
C (-2.509756, -4.040316, -0.844892)
C (-1.387053, -1.657778, -0.731204)
C (-2.599590, -0.829199, -1.463611)
C (-2.054588, 0.694361, -1.545199)
N (-0.860019, 0.859984, -2.381090)
C (-0.184437, 2.127432, -2.556044)
C (1.127727, 2.132808, -3.462119)
C (2.395172, 1.906790, -2.486891)
C (3.514542, 3.061286, -2.542274)
C (4.939084, 2.333340, -2.232440)
N (5.342375, 2.413380, -0.804161)
C (5.960488, 1.268171, -0.131194)
C (6.381593, 1.487329, 1.345192)
C (5.895664, 2.980125, 1.510741)
C (5.257041, 3.479295, 0.181900)
C (-0.678296, 3.420838, -1.862265)
P (0.119721, 5.116521, -1.952283)
O (-0.947843, 6.211524, -2.174449)
O (0.829554, 5.474116, -0.422940)
O (1.371671, 5.255193, -3.087435)
C (-1.980795, 3.288187, -0.967944)
C (-2.630406, 4.519479, -0.168712)
C (-3.955015, 4.956496, -1.013002)
C (-5.166113, 5.462318, -0.083920)
S (-6.553022, 4.192183, 0.061370)
C (-2.685521, 1.894478, -0.800599)
C (-3.990230, 1.611562, 0.068882)
O (-5.038704, 1.312457, -0.568476)
N (-3.952910, 1.649351, 1.557860)
C (-2.563096, 1.650921, 2.037150)
O (-1.909956, 0.588054, 1.945097)
F (-1.951082, 2.807352, 2.612245)
H (0.144101, -3.990769, 0.070359)
H (0.008005, -2.743509, 1.442420)
H (-0.908314, -4.361525, 1.558940)
H (-2.605238, -2.587148, 0.980287)
H (-2.012553, -5.041382, -0.557084)
H (-3.635754, -4.111596, -0.645619)
H (-2.285983, -3.806904, -1.957271)
H (-0.527387, -1.897510, -1.451602)
H (-0.946423, -0.902571, 0.033784)
H (-2.663279, -1.258797, -2.529138)
H (-3.572256, -0.919974, -0.877362)
H (-0.466505, 0.034081, -2.875992)
H (1.060261, 1.186096, -4.129979)
H (1.216324, 3.013425, -4.180470)
H (2.805220, 0.844039, -2.679130)
H (1.991316, 1.871510, -1.399834)
H (3.551720, 3.612174, -3.547655)
H (3.284327, 3.774503, -1.659506)
H (5.777498, 2.789232, -2.861213)
H (4.917425, 1.207261, -2.499597)
H (6.137174, 0.260599, -0.635133)
H (6.896909, 0.793657, 2.082768)
H (6.014257, 3.587325, 2.464823)
H (4.782029, 4.477344, -0.080369)
H (0.426433, 6.300140, -0.064834)
H (1.095480, 6.025134, -3.655949)
H (-3.019087, 4.217389, 0.871415)
H (-1.914033, 5.393736, -0.018081)
H (-3.703494, 5.769825, -1.793717)
H (-4.335781, 4.045511, -1.608889)
H (-5.685087, 6.411605, -0.495301)
H (-4.760172, 5.715575, 0.960459)
H (-7.736225, 4.771817, -0.427728)
H (-4.482580, 2.473273, 1.888762)
C (5.974755, -3.278144, -0.380021)
O (6.096437, -2.368419, 0.704656)
C (6.058403, -3.029480, 1.970176)
C (7.450830, -3.126985, 2.581818)
O (8.275417, -4.028522, 1.846023)
C (9.215042, -3.351211, 1.023164)
H (6.165952, -2.731001, -1.305463)
H (6.697112, -4.094541, -0.303672)
H (4.957974, -3.682810, -0.416588)
H (5.598350, -4.019584, 1.883739)
H (5.427812, -2.421077, 2.626256)
H (7.362158, -3.532628, 3.594387)
H (7.917117, -2.138612, 2.654110)
H (9.983168, -2.880211, 1.644523)
H (8.732047, -2.598252, 0.394277)
H (9.694864, -4.088309, 0.376566)
C (0.827916, 10.219494, 0.908727)
O (1.011182, 9.094227, 0.058223)
C (0.690753, 9.386812, -1.303728)
C (1.952835, 9.561801, -2.140018)
O (2.649637, 10.752274, -1.780303)
C (3.798370, 10.486880, -0.986891)
H (1.234097, 9.972402, 1.891260)
H (1.350459, 11.100306, 0.528242)
H (-0.239399, 10.437189, 1.016097)
H (0.047082, 10.269651, -1.376679)
H (0.129753, 8.528422, -1.687572)
H (1.665759, 9.667864, -3.191178)
H (2.604112, 8.684784, -2.054758)
H (4.571514, 10.010613, -1.598102)
H (3.558841, 9.852391, -0.129227)
H (4.184482, 11.438776, -0.617919)
C (-5.262038, -9.576857, -3.590335)
O (-5.962984, -9.420745, -2.363781)
C (-5.096491, -9.062626, -1.287939)
C (-5.229125, -7.583753, -0.944628)
O (-4.699771, -6.762139, -1.984986)
C (-5.721086, -6.170979, -2.775694)
H (-5.996945, -9.695572, -4.388541)
H (-4.643405, -8.704030, -3.814416)
H (-4.638279, -10.475559, -3.552836)
H (-4.056756, -9.319912, -1.516813)
H (-5.406912, -9.654142, -0.420907)
H (-4.638723, -7.377215, -0.046053)
H (-6.271042, -7.323223, -0.730764)
H (-6.244332, -5.403568, -2.195892)
H (-6.435129, -6.916308, -3.135708)
H (-5.251045, -5.694663, -3.638495)
C (-3.390086, -6.821635, 3.449885)
O (-2.661676, -5.630798, 3.718353)
C (-3.259318, -4.855810, 4.758591)
C (-2.485852, -4.997815, 6.064058)
O (-2.627362, -6.308738, 6.607217)
C (-1.469879, -7.106436, 6.400724)
H (-2.800707, -7.432819, 2.763584)
H (-3.569834, -7.397456, 4.361004)
H (-4.343270, -6.576907, 2.969886)
H (-4.311886, -5.125487, 4.895614)
H (-3.218470, -3.809883, 4.437564)
H (-2.905434, -4.303173, 6.798439)
H (-1.430069, -4.742932, 5.923567)
H (-0.650806, -6.744608, 7.030204)
H (-1.161102, -7.105917, 5.351797)
H (-1.706195, -8.131265, 6.692989)

Cartesian forces (eV/Å) of the 2 atoms listed first:
C -0.3 0.2 0.0
C 2.1 -0.6 -0.7

Mulliken atomic charge list, values in e, 99 entries: C -1.45; C 0.83; C -1.12; C -1.07; C -0.56; C -0.13; N 0.05; C -0.28; C -1.06; C -0.54; C 0.05; C -0.63; N 0.22; C -0.05; C -0.48; C -0.52; C -0.38; C 1.02; P 1.06; O -0.65; O -0.47; O -0.53; C -0.03; C -0.64; C -0.54; C -0.58; S -0.22; C 0.20; C -0.43; O -0.43; N -0.01; C 0.44; O -0.39; F -0.23; H 0.35; H 0.36; H 0.28; H 0.41; H 0.34; H 0.18; H 0.23; H 0.21; H 0.41; H 0.45; H 0.33; H 0.38; H 0.41; H 0.44; H 0.33; H 0.33; H 0.34; H -0.15; H 0.23; H 0.29; H 0.18; H 0.34; H 0.30; H 0.36; H 0.32; H 0.34; H 0.38; H 0.19; H 0.40; H 0.38; H 0.36; H 0.28; H 0.16; H 0.39; C -0.83; O -0.18; C -0.55; C -0.49; O -0.38; C -0.66; H 0.24; H 0.37; H 0.28; H 0.38; H 0.35; H 0.38; H 0.27; H 0.33; H 0.25; H 0.25; C -0.84; O -0.31; C -0.32; C -0.53; O -0.39; C -0.70; H 0.26; H 0.33; H 0.32; H 0.38; H 0.25; H 0.39; H 0.29; H 0.32; H 0.30

(2)
Below is a 9-piece molecular cluster, C39H75BINO14 overall in a non-equilibrium geometry, with properties calculated with the ωB97M-V functional and the def2-TZVPD basis.

Output
Gap between HOMO and LUMO (eV): 9.14
SMILES: CC[C@H](I)[C@H]1NC(=O)[C@@](COC)(B(C)O)[C@@]1(CC=O)OC[C@@H](C)O.CC(C)=O.CC(C)=O.CC(C)=O.CC(C)=O.CC(C)=O.CC(C)=O.CC(C)=O.CC(C)=O
Calculated total energy (a.u.): -2961.6735
2S+1: 1

CARTESIAN COORDINATES (ANGSTROEM)
C (0.372802, 4.057308, 2.580592)
C (1.749355, 3.399617, 2.733552)
C (1.715446, 1.876652, 2.549557)
I (0.786295, 1.007081, 4.286220)
C (3.093962, 1.268388, 2.242419)
N (3.723040, 0.497599, 3.312854)
C (4.811211, -0.140133, 2.621024)
O (5.926674, -0.277500, 3.079850)
C (4.340052, -0.579659, 1.249386)
C (5.538178, -0.744458, 0.307353)
O (6.128509, -1.988122, 0.649907)
C (7.525841, -2.105903, 0.459678)
B (3.855032, -2.122214, 1.439613)
C (3.900261, -2.896189, 2.806383)
O (3.396993, -2.760868, 0.303495)
C (3.211498, 0.439167, 0.898100)
C (3.671213, 1.359118, -0.253384)
C (2.777961, 2.473538, -0.733625)
O (1.673900, 2.754789, -0.315796)
O (1.966107, -0.200305, 0.692235)
C (1.716563, -0.879983, -0.541612)
C (0.587865, -0.225582, -1.348035)
C (1.001603, 0.154985, -2.763517)
O (-0.476452, -1.192873, -1.416164)
H (-0.433368, 3.390281, 2.892609)
H (0.315898, 4.976144, 3.173867)
H (0.210862, 4.349792, 1.537570)
H (2.177267, 3.624867, 3.715186)
H (2.425209, 3.810159, 1.974624)
H (1.031627, 1.626944, 1.743637)
H (3.791479, 2.108410, 2.103726)
H (3.118937, -0.234214, 3.680437)
H (5.231837, -0.777207, -0.747127)
H (6.256558, 0.075737, 0.447652)
H (7.736970, -2.988536, -0.152052)
H (8.018879, -2.217938, 1.431239)
H (7.934461, -1.226792, -0.052450)
H (3.471698, -3.896553, 2.691672)
H (4.949423, -3.010814, 3.105368)
H (3.382932, -2.402114, 3.634498)
H (3.958902, -3.518503, 0.072930)
H (3.877385, 0.763426, -1.154597)
H (4.621983, 1.834564, 0.026700)
H (3.222836, 3.076781, -1.548543)
H (1.399484, -1.897521, -0.299575)
H (2.632500, -0.981250, -1.132573)
H (0.209063, 0.638507, -0.798946)
H (1.965513, 0.673966, -2.796627)
H (1.124709, -0.771363, -3.341360)
H (0.227023, 0.748983, -3.250750)
H (-1.057302, -0.942895, -2.146392)
C (-4.220725, 1.732953, -4.192204)
C (-2.821537, 1.673512, -3.632284)
C (-2.190184, 2.989056, -3.269335)
O (-2.247840, 0.617869, -3.477285)
H (-4.574825, 0.728429, -4.410729)
H (-4.884898, 2.211931, -3.471520)
H (-4.230585, 2.333511, -5.102905)
H (-2.791447, 3.496855, -2.518602)
H (-2.143214, 3.636893, -4.144829)
H (-1.186362, 2.820572, -2.882696)
C (-4.346227, 7.720020, -2.248052)
C (-4.825171, 6.430452, -2.856500)
C (-6.256220, 6.392506, -3.338308)
O (-4.103975, 5.462455, -2.957047)
H (-3.308336, 7.624013, -1.944813)
H (-4.433315, 8.536628, -2.963249)
H (-4.952760, 7.969560, -1.375792)
H (-6.413559, 7.157320, -4.100323)
H (-6.934413, 6.601359, -2.509348)
H (-6.481706, 5.413425, -3.754147)
C (-0.731887, -3.801615, -1.129358)
C (-0.481243, -4.872957, -0.100964)
C (0.777198, -4.740086, 0.719520)
O (-1.247273, -5.797648, 0.053417)
H (-1.658742, -4.010381, -1.658769)
H (-0.796174, -2.820086, -0.659433)
H (0.094750, -3.766588, -1.841777)
H (0.772941, -3.799968, 1.273308)
H (1.653884, -4.737191, 0.070370)
H (0.842349, -5.573294, 1.416283)
C (-2.657181, -8.630468, -0.903847)
C (-2.507105, -10.083778, -0.535661)
C (-2.250688, -10.376390, 0.922316)
O (-2.585523, -10.968067, -1.357975)
H (-2.842863, -8.541902, -1.972029)
H (-3.486211, -8.186666, -0.351259)
H (-1.756472, -8.076463, -0.642210)
H (-3.069431, -10.004791, 1.537849)
H (-1.333720, -9.879312, 1.244686)
H (-2.152580, -11.451408, 1.062027)
C (3.089004, -4.125573, -3.108003)
C (4.070472, -5.029398, -2.405049)
C (4.897564, -5.949911, -3.263173)
O (4.182571, -5.012381, -1.200152)
H (2.565471, -3.514361, -2.374998)
H (3.614581, -3.478669, -3.812685)
H (2.369159, -4.721559, -3.671501)
H (5.489343, -5.366147, -3.969969)
H (4.246051, -6.611693, -3.835686)
H (5.558508, -6.543101, -2.636642)
C (-3.066578, -9.621970, 6.219803)
C (-3.042931, -10.232171, 4.838927)
C (-2.225622, -11.490777, 4.671490)
O (-3.646178, -9.737420, 3.917804)
H (-3.682831, -8.726764, 6.213750)
H (-3.469398, -10.337778, 6.938207)
H (-2.053343, -9.364811, 6.532731)
H (-2.599276, -12.269906, 5.337840)
H (-1.183575, -11.297012, 4.931074)
H (-2.285158, -11.834922, 3.642338)
C (-0.747005, 10.771328, -1.142989)
C (-2.021551, 11.141962, -1.859105)
C (-2.079603, 12.517669, -2.477895)
O (-2.951827, 10.374248, -1.926964)
H (-0.834332, 9.767389, -0.735682)
H (0.097301, 10.818882, -1.833144)
H (-0.558686, 11.473664, -0.329604)
H (-1.283486, 12.630045, -3.215595)
H (-1.935644, 13.278548, -1.709318)
H (-3.043596, 12.664716, -2.958272)
C (-4.199402, 6.811316, 1.584895)
C (-3.843909, 8.163630, 2.157702)
C (-4.758023, 8.702957, 3.231997)
O (-2.879146, 8.780968, 1.776164)
H (-3.470274, 6.540203, 0.824923)
H (-4.196870, 6.055855, 2.371966)
H (-5.195321, 6.843992, 1.139465)
H (-4.784691, 8.016703, 4.079902)
H (-5.773998, 8.799705, 2.845600)
H (-4.401176, 9.674975, 3.562519)

Cartesian forces (eV/Å) of the 2 atoms listed first:
C 0.2 0.3 -0.1
C -0.1 -0.2 0.2

Mulliken atomic charge list, values in e, 99 entries: C -1.28; C -0.30; C -1.27; I 0.06; C -0.18; N -0.25; C -0.38; O -0.62; C 2.26; C -1.81; O -0.24; C -0.88; B 0.18; C -1.04; O -0.38; C 1.43; C -1.18; C -0.67; O -0.34; O -0.82; C 0.06; C 0.79; C -1.43; O -0.34; H 0.29; H 0.39; H 0.26; H 0.56; H 0.28; H 0.52; H 0.59; H 0.41; H 0.09; H 0.77; H 0.27; H 0.27; H 0.36; H 0.32; H 0.29; H 0.35; H 0.22; H 0.34; H 0.63; H 0.34; H -0.39; H 0.18; H -0.05; H 0.32; H 0.39; H 0.32; H 0.25; C -1.22; C 0.81; C -0.71; O -0.51; H 0.34; H 0.30; H 0.33; H 0.24; H 0.34; H 0.11; C -1.06; C 0.84; C -1.16; O -0.48; H 0.22; H 0.42; H 0.26; H 0.34; H 0.33; H 0.28; C -0.77; C 0.50; C -0.32; O -0.58; H 0.43; H 0.25; H 0.12; H 0.17; H -0.08; H 0.39; C -0.85; C 0.66; C -0.87; O -0.59; H 0.32; H 0.30; H 0.13; H 0.25; H 0.34; H 0.32; C -0.53; C 0.84; C -1.38; O -0.57; H -0.34; H 0.39; H 0.48; H 0.35